1.
Molecular formula: C17H24InN4O5
Method: DFT, wB97M-V/def2-TZVPD

Last column: Mulliken charge in e.
Geometry (Å):
O1 0.15 -0.25 -4.06  -0.53
H1 0.17 -0.56 -4.98  0.32
In1 0.26 -0.33 -0.05  1.54
N1 0.26 1.78 0.64  0.06
N2 -0.71 1.04 -1.54  0.08
O2 1.10 2.19 1.74  -0.66
O3 -1.65 0.53 -2.46  -0.75
C1 -0.27 2.77 -0.07  0.63
C2 -0.78 2.36 -1.33  0.32
C3 -0.34 4.17 0.42  -1.79
C4 -1.45 3.28 -2.29  -1.62
H2 0.38 4.37 1.22  0.47
H3 -1.35 4.39 0.80  0.33
H4 -0.14 4.87 -0.40  0.41
H5 -2.07 2.72 -3.00  0.37
H6 -0.71 3.87 -2.85  0.31
H7 -2.09 3.98 -1.74  0.41
H8 0.53 2.73 2.34  0.37
H9 -1.06 0.21 -3.23  0.60
O4 -1.99 -1.17 -0.42  -0.63
H10 -2.62 -0.79 0.23  0.32
H11 -2.19 -0.73 -1.28  0.44
C5 1.34 -0.68 -3.36  -0.57
H12 1.25 -1.74 -3.11  0.41
H13 1.49 -0.07 -2.46  0.12
H14 2.20 -0.56 -4.03  0.40
O5 2.67 0.29 0.71  -0.60
H15 2.42 1.01 1.33  0.37
H16 3.16 -0.37 1.24  0.34
C6 -1.35 -1.13 4.12  -1.02
C7 -0.91 -0.48 2.97  -0.08
N3 -0.32 -1.16 1.97  -0.06
C8 -0.12 -2.50 2.07  0.26
C9 -0.56 -3.23 3.21  0.87
C10 -1.20 -2.51 4.23  -0.51
C11 -0.33 -4.64 3.23  -0.91
C12 0.34 -5.28 2.21  -0.93
C13 0.87 -4.56 1.08  0.86
C14 1.66 -5.13 0.07  -0.67
C15 2.23 -4.31 -0.90  -1.15
C16 1.97 -2.94 -0.89  -0.47
N4 1.08 -2.41 -0.02  -0.30
C17 0.59 -3.17 1.01  -0.06
H17 -1.81 -0.55 4.91  0.40
H18 -1.01 0.61 2.85  0.40
H19 -1.55 -3.06 5.11  0.43
H20 -0.70 -5.20 4.09  0.38
H21 0.51 -6.36 2.23  0.39
H22 1.83 -6.20 0.07  0.42
H23 2.88 -4.71 -1.66  0.39
H24 2.48 -2.26 -1.57  0.88

The value obtained for the orbital gap (alpha / beta) is 0.26144 / 0.17028 Ha. Its net charge is +1. For the highest occupied orbital energy (alpha / beta), the calculation gives -9.86 / -7.83 eV.

2.
Molecular formula: C10H17CdClF3N4O
Method: DFT, wB97M-V/def2-TZVPD

Last column: Mulliken charge in e.
Geometry (Å):
Cd1 0.68 -0.32 -0.37  0.84
N1 -3.35 -3.17 0.77  -0.03
C1 -3.98 -1.85 1.00  -0.67
C2 -3.39 -0.82 0.02  -0.68
N2 -2.08 -0.32 0.44  -0.29
H1 -3.57 -3.83 1.52  0.40
H2 -2.28 -3.09 0.71  -0.07
H3 -3.68 -3.56 -0.13  0.38
H4 -3.77 -1.55 2.03  0.34
H5 -5.06 -1.93 0.87  0.40
H6 -4.08 0.01 -0.10  0.41
H7 -3.28 -1.30 -0.96  0.30
H8 -1.64 -1.01 1.05  0.10
H9 -2.18 0.52 1.01  0.24
F1 2.02 0.72 2.17  -0.27
C3 0.81 0.59 1.58  0.37
F2 0.21 1.82 1.65  -0.24
F3 0.06 -0.18 2.48  -0.24
Cl1 -0.30 -3.14 0.71  -0.27
C4 0.59 -2.51 -0.71  -0.93
H10 0.04 -2.85 -1.59  0.38
H11 1.55 -3.04 -0.68  0.41
N3 0.25 5.04 -5.48  -0.37
C5 -0.69 4.18 -5.05  0.25
O1 -1.81 4.12 -5.48  -0.58
C6 -0.24 3.23 -3.96  0.79
C7 1.00 2.62 -3.94  -0.59
C8 1.26 1.69 -2.94  -0.33
N4 0.38 1.37 -2.00  -0.36
C9 -0.81 1.97 -2.01  0.05
C10 -1.17 2.89 -2.97  -0.76
H12 -0.01 5.69 -6.21  0.23
H13 1.16 5.11 -5.06  0.20
H14 1.75 2.82 -4.69  0.44
H15 2.22 1.18 -2.91  0.38
H16 -1.48 1.68 -1.21  0.32
H17 -2.14 3.35 -2.99  0.43

The value obtained for the orbital gap is 0.31815 Ha. Its net charge is +1. For the highest occupied orbital energy, the calculation gives -11.67 eV.

3.
Molecular formula: CClNO4
Method: DFT, wB97M-V/def2-TZVPD

Last column: Mulliken charge in e.
Geometry (Å):
C1 -0.26 0.55 -0.38  0.60
N1 0.92 -0.15 0.24  0.92
O1 -0.82 1.11 -1.22  -0.23
O2 1.28 -1.05 -0.45  -0.44
O3 1.32 0.24 1.31  -0.44
O4 -1.40 -0.47 0.74  -0.41
Cl1 -2.89 -0.54 0.08  0.00

The value obtained for the orbital gap is 0.31058 Ha. Its net charge is 0. For the highest occupied orbital energy, the calculation gives -10.11 eV.

- Which formula does entry 1 have?
  C17H24InN4O5

- What is the formula in the third record?
  CClNO4

- Which of these has the lowest net charge?
  CClNO4

- The lowest net charge belongs to which entry?
  CClNO4